Entry from the OMol25 dataset: 2 unconnected molecules or ions with the total composition C5H15N2O (the ωB97M-V functional and the def2-TZVPD basis).

Computed properties:
* relative energy (zero: lowest compared OMol25 entry of this formula, charge and spin): 0.952 eV
* net charge: +1

Geometry (Å):
O 0.037 -1.636 -0.131
C 0.390 -2.507 0.638
C 1.753 -2.596 1.261
N 1.643 -3.150 2.598
H -0.305 -3.313 0.890
H 2.311 -3.296 0.632
H 2.257 -1.620 1.176
H 2.473 -3.659 2.861
H 1.494 -2.433 3.299
C -0.526 1.931 -0.291
C -1.191 1.542 -1.589
C -2.408 2.412 -1.853
N 0.670 1.042 -0.033
H -0.165 2.957 -0.295
H -1.201 1.800 0.553
H -1.482 0.497 -1.537
H -0.490 1.649 -2.418
H -3.166 2.300 -1.079
H -2.129 3.462 -1.912
H -2.856 2.142 -2.806
H 0.408 0.030 -0.078
H 1.377 1.202 -0.749
H 1.107 1.242 0.864

These are the Löwdin partial charges, in e, on atoms 1 to 5: number 1, O, carries 0.007; number 2, C, carries -0.192; number 3, C, carries -0.237; number 4, N, carries 0.012; number 5, H, carries 0.138

Entry from the OMol25 dataset: 2 unconnected molecules or ions with the total composition C5H15N2O (the ωB97M-V functional and the def2-TZVPD basis).

Computed properties:
* relative energy (zero: lowest compared OMol25 entry of this formula, charge and spin): 6.913 eV
* net charge: +1

Geometry (Å):
N 2.734 -0.067 -1.828
C 1.404 -0.385 -1.413
C 0.367 0.201 -2.362
C 1.237 0.190 -0.009
N -0.048 -0.095 0.452
C -0.283 0.405 1.753
C -1.609 -0.180 2.270
O -2.617 -0.200 1.262
H 1.189 -1.465 -1.317
H 2.966 -0.249 -2.793
H 3.466 -0.348 -1.191
H -4.396 0.777 -0.013
H -0.638 0.230 -1.946
H 0.385 -0.295 -3.326
H 0.684 1.231 -2.562
H 1.959 -0.204 0.728
H 1.380 1.293 -0.014
H -4.533 0.122 0.320
H 0.554 0.136 2.404
H -0.329 1.503 1.677
H -1.891 0.369 3.167
H -1.487 -1.230 2.550
H -2.108 -0.111 0.446

These are the Löwdin partial charges, in e, on atoms 1 to 5: number 1, N, carries 0.086; number 2, C, carries -0.463; number 3, C, carries -0.040; number 4, C, carries -0.160; number 5, N, carries 0.260

Entry from the OMol25 dataset: 2 unconnected molecules or ions with the total composition C5H15N2O (the ωB97M-V functional and the def2-TZVPD basis).

Computed properties:
* relative energy (zero: lowest compared OMol25 entry of this formula, charge and spin): 2.033 eV
* net charge: +1

Geometry (Å):
C -1.639 -1.198 -0.221
C -0.166 -1.462 -0.422
C 0.443 -0.141 0.085
C 0.519 0.858 -0.820
N 0.593 2.205 -0.613
C 0.749 0.015 1.526
N -2.519 -2.216 -1.092
H -2.092 -0.225 -0.354
H -1.913 -1.476 0.798
H 0.065 -1.484 -1.496
H 0.323 -2.356 -0.041
H 0.368 0.601 -1.867
H 0.999 2.779 -1.317
H 0.822 2.528 0.319
H 1.426 0.824 1.795
H 1.311 -0.812 1.982
H -0.095 0.151 2.216
H -2.468 -1.769 -2.005
H -3.490 -2.168 -0.812
H -2.127 -3.149 -1.051
H 2.672 3.338 1.642
H 3.570 2.543 0.743
O 2.649 2.614 1.005

These are the Löwdin partial charges, in e, on atoms 1 to 5: number 1, C, carries -0.103; number 2, C, carries -0.160; number 3, C, carries -0.318; number 4, C, carries -0.181; number 5, N, carries 0.081

no.,orbital gap (Eh),HOMO level (eV),strongest force on any atom (eV/Å)
1,0.369,-13.2375,0.37
2,0.178,-13.6349,2.17
3,0.268,-10.7029,3.32